Record 1
Formula: C37H34F3N5O7S
Source: the OMol25 dataset
Level of theory: ωB97M-V with the def2-TZVPD basis set

Each line ends with the Mulliken charge.
CARTESIAN COORDINATES (ANGSTROEM)
C -6.64167 1.57856 -0.60689  -1.6617
C -5.24051 1.79154 -0.11844  0.6779
C -4.17839 1.94754 -1.01458  -1.3847
C -2.87014 2.17533 -0.56943  0.7447
C -1.83257 2.67158 -1.52218  -1.4848
C -2.61067 2.01441 0.79823  0.3437
N -1.25791 2.06366 1.26812  1.8525
C -0.21741 1.23194 1.01825  -0.2659
C -0.17957 0.06625 0.09727  0.1090
C -0.80029 -1.21880 0.48684  0.8892
C -0.70984 -2.28796 -0.54971  -1.7340
C -1.92753 -1.14729 1.41694  0.8243
C -1.83741 -0.81289 2.79079  0.4640
C -2.93527 -1.06280 3.62122  -0.7800
C -4.16093 -1.45996 3.09249  -0.7016
C -4.31321 -1.58847 1.71365  -0.9898
C -3.20085 -1.47611 0.89434  -0.5753
O 0.36717 0.24408 -1.01177  -0.8545
N 0.92663 1.86224 1.39610  0.7645
C 2.27400 1.51765 1.05018  0.4359
C 2.73016 0.22190 1.30261  -0.1558
C 1.94191 -0.72572 2.13693  1.0397
C 3.98243 -0.19255 0.82802  -0.9822
C 4.87332 0.72452 0.27618  0.0844
C 6.25505 0.25664 -0.06815  -1.5852
C 4.43274 2.03907 0.09692  -0.9863
C 3.14836 2.45654 0.47978  1.1299
C 2.74822 3.86414 0.20961  -1.5850
C 0.56142 3.01550 2.10071  -1.6052
C -0.76582 3.16101 1.99338  -0.6773
C -3.65478 2.02916 1.73217  1.2219
C -3.44461 2.20010 3.20158  -2.0950
C -4.95850 1.86399 1.24706  -0.9132
H -7.32588 1.46758 0.23686  0.3512
H -6.98215 2.42390 -1.21375  0.3778
H -6.70965 0.68197 -1.23119  0.3469
H -4.37061 1.93215 -2.08743  0.4524
H -1.32596 3.56658 -1.13644  0.2414
H -1.07845 1.91258 -1.74846  0.2490
H -2.33964 2.94776 -2.45482  0.5414
H -1.05999 -3.24947 -0.15068  0.1115
H -1.32216 -2.05807 -1.44440  0.3934
H 0.31971 -2.45030 -0.90074  0.3819
H -0.88367 -0.44744 3.19212  0.4649
H -2.80351 -0.96497 4.70232  0.3594
H -4.97933 -1.69820 3.76884  0.4096
H -5.27487 -1.82783 1.26364  0.5271
H -3.27488 -1.66154 -0.17899  0.3630
H 2.28144 -1.73101 1.85450  -1.1830
H 2.09156 -0.54825 3.22184  0.3894
H 0.86373 -0.66060 1.93474  -0.4160
H 4.26230 -1.24515 0.92232  0.5855
H 6.90521 1.08797 -0.34966  0.3746
H 6.69430 -0.25769 0.79673  0.3469
H 6.22910 -0.46613 -0.89358  0.3126
H 5.09998 2.77382 -0.35422  0.2942
H 3.57987 4.34024 -0.32012  0.3962
H 1.85600 3.92729 -0.42492  0.2503
H 2.57626 4.42704 1.13273  0.3781
H 1.30012 3.62688 2.59431  0.8471
H -1.44111 3.94763 2.29543  0.7082
H -4.40467 1.99794 3.69120  0.4271
H -2.71514 1.49726 3.61399  0.3667
H -3.14846 3.22740 3.45195  0.4006
H -5.76811 1.78595 1.97226  0.2332
O -2.02040 -4.57579 1.26495  -0.6255
S -1.39181 -4.57454 2.56888  1.3656
O -1.95788 -3.85564 3.68984  -0.6004
C -1.33767 -6.38767 3.15386  0.6199
F -2.60087 -6.82754 3.28910  -0.1678
F -0.69288 -7.13107 2.23123  -0.2120
F -0.70370 -6.50653 4.33656  -0.2110
C 0.31742 -3.95234 2.34482  0.0873
C 0.73852 -3.03612 3.32287  -0.6289
C 2.06460 -3.21666 3.78788  -0.3023
N 2.70819 -2.66277 4.90187  0.9703
O 2.32269 -2.13219 5.92866  -0.7047
O 4.09810 -2.96815 4.71920  -0.1965
N 4.32310 -3.52811 3.47577  -0.6552
C 3.07390 -3.76693 2.96881  0.8050
C 2.65779 -4.35099 1.71407  -0.7061
N 3.52315 -4.47075 0.56850  1.0867
O 4.65989 -3.95494 0.56284  -0.5786
O 3.02990 -5.02664 -0.44442  -0.6086
C 1.27200 -4.51836 1.48136  -0.3231
H 0.03620 -2.42233 3.87727  1.0760
H 0.96847 -5.09862 0.61553  0.6628

Atoms 1-6, force components in eV/Å:
C -0.2 0.0 0.0
C 0.6 -0.2 0.2
C 0.0 0.3 0.4
C -0.4 -0.5 0.2
C 0.2 -0.2 -0.5
C -0.7 0.3 0.1

Output
- LUMO energy: -2.50 eV
- E_HOMO: -6.2 eV
- Kohn-Sham gap: 3.73 eV


Record 2
Formula: C37H34N3O7P2Ti
Source: the OMol25 dataset
Level of theory: ωB97M-V with the def2-TZVPD basis set

Each line ends with the Mulliken charge.
CARTESIAN COORDINATES (ANGSTROEM)
Ti -0.54583 0.38378 -0.23300  -1.3266
N 0.96003 -1.28644 -0.05982  -0.4473
C 0.45884 -2.50604 0.59328  -0.3798
C -0.76985 -2.14567 1.39448  0.4640
O -1.30171 -2.92531 2.15100  -0.6486
N -1.19598 -0.85494 1.16856  0.2344
C -2.27500 -0.42650 2.04614  -0.6105
C -2.55349 1.02120 1.73202  0.1813
O -3.33684 1.72411 2.29374  -0.6024
O -1.81768 1.42889 0.67594  0.3014
H 1.68556 -0.86315 0.51264  0.4412
H 1.38365 -1.50211 -0.95569  0.1697
H 0.18988 -3.24535 -0.16061  -0.0516
H 1.19453 -2.95901 1.25573  0.4965
H -3.19317 -1.00529 1.91712  0.3789
H -2.00209 -0.53698 3.09680  0.5518
C -1.03069 0.04801 -3.78595  -1.5194
C -1.62706 1.45667 -3.69006  -1.4467
P -1.52352 2.13385 -1.97829  2.7129
C -0.39848 3.55428 -1.97648  -0.1455
C 0.45788 3.87179 -3.02482  -0.5532
C 1.31057 4.96383 -2.92181  -0.7535
C 1.31602 5.73597 -1.77089  -0.5711
C 0.46996 5.41523 -0.71483  -0.9323
C -0.38103 4.32770 -0.81185  -0.4073
C -3.16340 2.85468 -1.70855  0.5124
C -4.17748 2.07812 -1.15317  -0.0033
C -5.46027 2.58724 -1.03084  -1.2836
C -5.73884 3.87746 -1.45922  -0.7139
C -4.73233 4.65757 -2.01142  -0.7420
C -3.44825 4.15023 -2.13606  -0.7166
P -1.40978 -0.93802 -2.29144  2.0075
C -3.19627 -1.18777 -2.24409  0.5467
C -3.76290 -1.59669 -1.03480  -0.7282
C -5.13521 -1.76034 -0.92687  -0.7304
C -5.94948 -1.49989 -2.02061  -0.7746
C -5.39057 -1.10210 -3.22718  -0.8559
C -4.01712 -0.95243 -3.34388  -0.6139
C -0.65998 -2.55744 -2.61930  0.4836
C 0.67608 -2.61804 -3.02643  -0.6264
C 1.30219 -3.84394 -3.18791  -0.7532
C 0.60202 -5.01920 -2.94274  -0.6520
C -0.72626 -4.96395 -2.54895  -0.7000
C -1.35923 -3.73869 -2.38749  -0.6178
H 0.05735 0.09944 -3.83154  0.3451
H -1.37268 -0.47711 -4.67879  0.8020
H -2.69114 1.43612 -3.92364  0.5104
H -1.16523 2.12926 -4.41227  0.9092
H 0.47554 3.27803 -3.93030  0.1846
H 1.96768 5.21012 -3.74589  0.4913
H 1.97679 6.58977 -1.69336  0.4417
H 0.47003 6.01692 0.18469  0.4627
H -1.04023 4.07787 0.01215  0.5134
H -3.97079 1.07629 -0.80171  0.2099
H -6.23592 1.98006 -0.58309  0.4738
H -6.73857 4.27855 -1.35604  0.4199
H -4.94498 5.66589 -2.34120  0.4436
H -2.66784 4.77321 -2.55540  0.4592
H -3.12874 -1.79250 -0.17886  0.6685
H -5.56570 -2.08357 0.01197  0.4902
H -7.02235 -1.61154 -1.93478  0.4374
H -6.02652 -0.90830 -4.08070  0.4679
H -3.59727 -0.65008 -4.29495  0.4468
H 1.23306 -1.70796 -3.22654  0.4424
H 2.33432 -3.88224 -3.51072  0.4610
H 1.08966 -5.97663 -3.06758  0.4086
H -1.27549 -5.87822 -2.36713  0.4433
H -2.39647 -3.70901 -2.07987  0.3500
O 1.08716 0.82431 -1.70864  -0.3289
C 1.58525 1.55347 -0.80444  1.7957
O 0.98381 1.55505 0.32921  -0.3456
C 2.78829 2.37511 -1.01528  0.1475
C 3.46907 2.29710 -2.22756  -0.3720
C 4.57787 3.09296 -2.44280  -0.5992
C 4.97031 3.95433 -1.43283  -0.0647
C 4.31380 4.04645 -0.22064  -0.6784
C 3.20688 3.24181 -0.01148  -0.3942
N 6.14874 4.82465 -1.66661  1.0175
O 6.46896 5.57560 -0.77206  -0.5940
O 6.70147 4.72930 -2.74086  -0.6017
H 3.11836 1.62046 -2.99442  0.5271
H 5.13557 3.06556 -3.36678  0.5165
H 4.66974 4.73764 0.52873  0.5332
H 2.65550 3.28769 0.91734  0.5836

Atoms 1-6, force components in eV/Å:
Ti 0.0 0.0 0.2
N 0.0 0.0 0.0
C 0.0 0.0 0.0
C 0.0 0.0 0.0
O 0.0 0.0 0.0
N -0.1 -0.1 0.0

Output
- Net charge: +1
- Energy relative to the best compared isomer or geometry (same formula, charge and spin): 0.0 kcal per mole
- LUMO energy: -3.76 eV
- E_HOMO: -11.5 eV
- Kohn-Sham gap: 7.74 eV


- Among the records above, which one has the lowest LUMO energy?
  C37H34N3O7P2Ti